{
  "formula": "C33H44BNO5S",
  "method": "the ωB97M-V functional and the def2-TZVPD basis",
  "smiles": "COB(O)c1cc2c(cc1CCCCO)N(Cc1ccc(C)cc1)c1ccccc1S2.C1CCOC1.C1CCOC1",
  "molar_mass_g_mol": 577.60,
  "multiplicity": 1,
  "orbital_gap_ha": 0.31381,
  "e_homo_ev": -8.05,
  "symbols": ["C", "O", "B", "O", "C", "C", "C", "C", "C", "C", "C", "C", "C", "C", "O", "N", "C", "C", "C", "C", "C", "C", "C", "C", "C", "C", "C", "C", "C", "C", "S", "H", "H", "H", "H", "H", "H", "H", "H", "H", "H", "H", "H", "H", "H", "H", "H", "H", "H", "H", "H", "H", "H", "H", "H", "H", "H", "H", "H", "C", "C", "C", "O", "C", "H", "H", "H", "H", "H", "H", "H", "H", "C", "C", "C", "O", "C", "H", "H", "H", "H", "H", "H", "H", "H"],
  "positions_angstrom": [[0.5346, -6.0435, 1.5213], [-0.7684, -5.5988, 1.8889], [-0.8424, -4.5854, 2.8248], [-1.7657, -4.7254, 3.8311], [0.0337, -3.2783, 2.7312], [0.9919, -2.9861, 3.7071], [1.7746, -1.8454, 3.5852], [1.5989, -0.9949, 2.4986], [0.6298, -1.2750, 1.5434], [-0.1486, -2.4252, 1.6351], [-1.1446, -2.7020, 0.5378], [-2.6297, -2.5519, 0.9858], [-3.3292, -1.4847, 0.1420], [-3.1797, -0.0754, 0.7160], [-4.3401, 0.7241, 0.4841], [2.4054, 0.1834, 2.3085], [3.7444, -0.2183, 1.7556], [3.7410, 0.0499, 0.2676], [3.4303, -0.9778, -0.6133], [3.3630, -0.7127, -1.9756], [3.6121, 0.5658, -2.4603], [3.5006, 0.8553, -3.9397], [3.9564, 1.5794, -1.5730], [4.0206, 1.3225, -0.2087], [2.5100, 0.9380, 3.5271], [2.2895, 2.3102, 3.4669], [2.3935, 3.0912, 4.6140], [2.7309, 2.4834, 5.8170], [2.9349, 1.1132, 5.9053], [2.8175, 0.3426, 4.7522], [3.0106, -1.4194, 4.7851], [0.6412, -7.0970, 1.7614], [1.3291, -5.5050, 2.0345], [0.6610, -5.9169, 0.4485], [-2.4694, -5.3004, 3.5077], [1.1385, -3.6437, 4.5516], [0.5128, -0.5806, 0.7252], [-0.9635, -3.6975, 0.1449], [-0.9813, -1.9557, -0.2326], [-3.1198, -3.4989, 0.7645], [-2.7012, -2.3361, 2.0473], [-2.9428, -1.5192, -0.8741], [-4.3934, -1.7117, 0.0739], [-2.9890, -0.1234, 1.7885], [-2.3871, 0.4732, 0.2186], [-5.0993, 0.2940, 0.8845], [4.5489, 0.2948, 2.2750], [3.9141, -1.2837, 1.8994], [3.2078, -1.9751, -0.2623], [3.1050, -1.4892, -2.6806], [2.5106, 0.5501, -4.2786], [4.2298, 0.3122, -4.5330], [3.5626, 1.9252, -4.1081], [4.1544, 2.5834, -1.9186], [4.2624, 2.1111, 0.4884], [2.0211, 2.7426, 2.5148], [2.2166, 4.1515, 4.5319], [2.8314, 3.0821, 6.7111], [3.1730, 0.6175, 6.8330], [-4.5649, 4.3177, -1.6691], [-3.6506, 3.8773, -0.5301], [-2.6171, 3.0481, -1.2689], [-2.4971, 3.6095, -2.5785], [-3.5670, 4.5344, -2.8018], [-5.1520, 5.2073, -1.4461], [-5.2535, 3.5090, -1.9250], [-3.1736, 4.7487, -0.0740], [-4.1553, 3.3141, 0.2514], [-2.9438, 2.0078, -1.3707], [-1.6398, 3.0617, -0.7827], [-3.1560, 5.5494, -2.7821], [-3.9978, 4.3549, -3.7881], [-1.6953, 1.1258, -4.7227], [-1.4774, -0.1558, -3.9235], [-0.2632, -0.7550, -4.6209], [0.5060, 0.3453, -5.1086], [-0.2652, 1.5507, -5.0162], [-2.2590, 1.8862, -4.1851], [-2.2217, 0.8993, -5.6539], [-1.2323, 0.0899, -2.8862], [-2.3374, -0.8249, -3.9209], [-0.5619, -1.3760, -5.4730], [0.3563, -1.3581, -3.9543], [0.1399, 2.1585, -4.2004], [-0.1692, 2.1115, -5.9463]],
  "forces_ev_per_a": [[-0.041, 0.067, -0.500], [0.221, 0.031, 0.522], [-0.106, -0.062, 0.087], [-0.277, 0.538, -0.596], [0.132, -0.597, 0.263], [-0.146, 0.308, -0.409], [0.205, 0.282, 0.075], [-0.376, 0.359, -0.419], [0.094, -0.260, 0.464], [0.422, 0.277, -0.106], [-0.198, 0.366, 0.862], [0.404, -0.404, -1.127], [-0.106, 0.077, 0.494], [-0.571, 0.038, -0.201], [0.052, 0.190, -0.165], [0.524, -0.638, 0.819], [-0.426, -0.004, -0.663], [0.380, -0.184, 0.675], [-0.063, 0.317, -0.520], [0.020, 0.196, 0.238], [0.227, 0.228, -0.560], [-0.578, -0.119, 0.487], [-0.088, -0.171, 0.536], [-0.189, -0.231, -0.420], [-0.037, 0.395, -0.077], [-0.027, -0.120, 0.342], [0.127, -0.522, -0.329], [0.081, 0.167, 0.276], [-0.081, -0.069, -0.589], [-0.163, -0.118, -0.313], [-0.035, -0.100, 0.164], [-0.137, -0.145, 0.047], [-0.024, 0.179, 0.041], [0.091, -0.005, -0.116], [0.078, -0.423, 0.389], [-0.056, -0.038, 0.131], [-0.001, 0.073, -0.134], [-0.053, -0.072, -0.240], [0.238, -0.142, -0.333], [-0.144, -0.126, 0.336], [-0.088, -0.029, 0.164], [-0.079, -0.024, -0.182], [-0.144, 0.044, 0.067], [0.208, 0.008, 0.096], [0.318, 0.016, 0.151], [-0.037, -0.087, 0.059], [-0.050, 0.306, 0.003], [-0.030, -0.138, 0.210], [0.048, -0.076, 0.207], [-0.036, -0.166, -0.039], [0.046, -0.035, -0.144], [0.230, 0.066, -0.038], [0.269, 0.117, -0.196], [0.032, 0.051, -0.217], [0.061, 0.105, 0.084], [-0.002, 0.032, -0.101], [0.016, 0.136, 0.198], [-0.030, 0.059, 0.062], [-0.004, 0.102, 0.205], [-0.014, -0.121, -0.076], [0.001, 0.205, 0.103], [0.060, -0.239, -0.012], [-0.086, 0.136, -0.035], [0.053, 0.075, 0.086], [0.028, 0.020, 0.000], [-0.001, 0.008, -0.002], [-0.004, 0.002, -0.017], [-0.005, -0.061, -0.046], [-0.041, 0.007, 0.076], [0.037, 0.003, -0.065], [-0.057, 0.022, -0.011], [0.054, -0.036, -0.021], [-0.145, -0.059, -0.112], [0.051, 0.039, 0.110], [-0.055, -0.051, -0.094], [-0.189, -0.019, -0.051], [0.038, 0.060, 0.142], [0.080, 0.017, 0.030], [0.036, -0.017, -0.005], [0.003, -0.001, 0.001], [0.004, -0.004, -0.025], [-0.024, -0.035, 0.043], [0.056, 0.024, -0.014], [-0.042, 0.051, 0.001], [0.057, -0.051, -0.023]],
  "mulliken_charge": [-0.748, -0.514, 0.946, -0.588, 0.107, -0.491, 0.879, -1.730, -0.957, 0.975, -1.433, -0.633, -0.764, -0.185, -0.494, 0.613, -1.136, 0.539, -0.377, -0.631, 0.972, -1.060, -0.783, -0.596, -0.307, -0.539, -0.758, -0.449, -0.611, 0.811, -0.340, 0.280, 0.320, 0.252, 0.311, 0.486, 0.678, 0.392, 0.466, 0.317, 0.483, 0.136, 0.518, 0.400, -0.015, 0.304, 0.644, 0.439, 0.394, 0.434, 0.035, 0.343, 0.325, 0.312, 0.421, 0.477, 0.403, 0.380, 0.409, -0.626, -0.528, 0.176, -0.415, -0.439, 0.378, 0.253, 0.312, 0.246, -0.148, 0.246, 0.271, 0.262, -0.338, -0.229, -0.289, -0.453, -0.430, -0.032, 0.327, -0.060, 0.440, 0.276, 0.172, 0.186, 0.383]
}

{
  "formula": "C2H9N3",
  "method": "the ωB97M-V functional and the def2-TZVPD basis",
  "smiles": "CCNNN",
  "molar_mass_g_mol": 75.11,
  "relative_energy_kcal_mol": 81.9,
  "multiplicity": 1,
  "orbital_gap_ha": 0.31343,
  "e_homo_ev": -7.28,
  "symbols": ["C", "C", "N", "N", "N", "H", "H", "H", "H", "H", "H", "H", "H", "H"],
  "positions_angstrom": [[2.1419, 0.0625, -0.0578], [0.9485, 0.9043, 0.2419], [-0.2246, -0.2560, -0.0732], [-1.5319, -0.0998, 0.4765], [-2.4981, -0.9241, -0.2094], [2.5414, 0.2302, -1.0551], [2.9172, 0.1390, 0.7068], [1.6787, -0.9809, -0.0572], [0.8329, 1.7837, -0.3972], [0.8026, 1.1084, 1.3015], [-0.3387, -0.1637, -1.0845], [-1.4785, -0.4448, 1.4358], [-3.4114, -0.5281, -0.0105], [-2.3800, -0.8307, -1.2177]],
  "forces_ev_per_a": [[-0.011, -1.492, 0.014], [-2.923, -1.955, -0.221], [1.387, 0.810, -0.329], [-0.342, 2.071, 0.718], [0.144, -0.823, -0.135], [0.208, 0.147, 0.043], [0.067, -0.017, -0.249], [1.245, 1.054, 0.120], [-0.219, -0.078, 0.314], [0.124, 0.269, -0.156], [-0.090, -0.044, 0.140], [0.057, -0.352, -0.530], [0.158, 0.218, 0.002], [0.195, 0.192, 0.268]],
  "nbo_charge": [-0.663, -0.215, -0.507, -0.356, -0.681, 0.206, 0.217, 0.255, 0.193, 0.196, 0.329, 0.334, 0.354, 0.340]
}

{
  "formula": "C3H2F4",
  "method": "the ωB97M-V functional and the def2-TZVPD basis",
  "molar_mass_g_mol": 114.04,
  "relative_energy_kcal_mol": 145.6,
  "multiplicity": 1,
  "orbital_gap_ha": [0.30661, 0.29335],
  "e_homo_ev": [-9.34, -9.25],
  "symbols": ["C", "C", "C", "F", "F", "F", "F", "H", "H"],
  "positions_angstrom": [[-1.6220, -0.0508, -0.7327], [0.4845, -0.5430, -0.3313], [1.0012, 0.3568, 0.6628], [-2.1221, -0.8216, -1.6103], [0.6138, -1.7989, 0.1389], [0.9551, -0.0386, 1.9845], [0.5575, 1.6110, 0.6404], [-1.9471, 0.9748, -1.0621], [2.0792, 0.3103, 0.3096]],
  "forces_ev_per_a": [[2.404, 0.802, 0.967], [-3.809, -1.223, -1.094], [2.223, 0.260, 1.641], [-0.540, -1.365, -0.858], [-0.092, 0.951, -0.631], [-0.066, -0.077, -0.650], [-0.360, 0.422, -0.549], [0.646, -0.196, 0.456], [-0.406, 0.426, 0.718]],
  "nbo_charge": [0.306, 0.306, 0.398, -0.296, -0.327, -0.339, -0.312, 0.106, 0.157]
}

{
  "formula": "C4H4Cl2LaO4Tl",
  "method": "the ωB97M-V functional and the def2-TZVPD basis",
  "molar_mass_g_mol": 530.27,
  "relative_energy_kcal_mol": 16.6,
  "multiplicity": 1,
  "orbital_gap_ha": [0.11689, 0.11741],
  "e_homo_ev": [-25.33, -25.34],
  "charge": 4,
  "symbols": ["Tl", "La", "Cl", "Cl", "C", "C", "C", "O", "O", "O", "C", "O", "H", "H", "H", "H"],
  "positions_angstrom": [[1.4750, 2.9239, -2.0328], [0.0841, 0.0453, 0.1193], [2.3058, 1.5459, 0.5424], [0.2499, -0.6908, -2.3382], [-1.8770, -1.2823, -0.2368], [1.1530, 4.9746, -0.2565], [-0.8122, 3.6282, -3.5461], [-2.7599, -1.9204, -0.6337], [1.2516, 6.0237, 0.1989], [-1.4930, 4.1577, -4.2910], [0.8770, -2.7164, 1.6848], [1.4067, -1.3748, 1.5508], [0.8017, -3.1652, 0.6865], [-0.1417, -2.6896, 2.0983], [1.5423, -3.3090, 2.3205], [2.2190, -1.2279, 2.0517]],
  "forces_ev_per_a": [[-0.487, 0.094, 0.954], [1.732, 0.058, 2.362], [0.736, 1.699, -1.417], [0.396, 0.659, -0.803], [-7.716, -5.379, -2.635], [0.738, 4.247, 0.978], [-1.198, 1.848, -2.298], [4.396, 3.166, 2.083], [-0.517, -4.383, -1.653], [2.132, -1.917, 2.569], [-0.634, -1.261, -0.120], [-0.303, 1.342, -0.604], [0.407, -0.056, 0.140], [0.411, 0.151, 0.344], [-0.270, 0.012, -0.148], [0.177, -0.280, 0.251]],
  "mulliken_charge": [1.207, 1.961, -0.136, -0.188, 0.144, 0.193, 0.177, 0.088, 0.106, 0.132, -0.666, -0.383, 0.351, 0.340, 0.341, 0.334]
}